Entry from OMol25: an isolated molecule of C5H11NO2S in a non-equilibrium geometry (wB97M-V/def2-TZVPD).

The calculation puts the maximum force at 3.65 eV Å⁻¹. Its SMILES is C=C[C@@](C)(N)S(C)(=O)=O. The value obtained for the energy above the lowest of the compared OMol25 structures with the same formula, charge and spin is 2.893 eV. The value obtained for the orbital gap is 0.3634 Eh. As for the HOMO energy: -9.3 eV. As for the total energy: -800.4513 hartree. The calculation puts the lowest unoccupied orbital energy at 0.0224 Ha. As for the spin multiplicity: 1.

Last columns: bonded neighbours and bond lengths (Å).
Element x y z (Å)
1 C 0.59 2.28 -1.23  C2 1.325, H10 1.108, H11 1.066
2 C -0.38 1.38 -1.23  C1 1.325, C3 1.440, H12 1.084
3 C -0.53 0.15 -0.49  C2 1.440, C4 1.499, N5 1.419, S6 1.915
4 C -1.59 0.36 0.54  C3 1.499, H13 1.136, H14 1.093, H15 1.122
5 N -0.65 -1.03 -1.27  C3 1.419, H16 1.026, H17 1.035
6 S 0.99 -0.22 0.63  C3 1.915, C7 1.789, O8 1.415, O9 1.421
7 C 0.73 -1.77 1.48  S6 1.789, H18 1.116, H19 1.047, H20 1.091
8 O 2.06 -0.51 -0.24  S6 1.415
9 O 1.16 0.84 1.56  S6 1.421
10 H 0.71 3.07 -1.99  C1 1.108
11 H 1.32 2.37 -0.46  C1 1.066
12 H -1.05 1.38 -2.09  C2 1.084
13 H -1.60 -0.57 1.19  C4 1.136
14 H -1.30 1.18 1.20  C4 1.093
15 H -2.58 0.39 0.01  C4 1.122
16 H 0.00 -1.15 -2.05  N5 1.026
17 H -0.55 -1.92 -0.77  N5 1.035
18 H 1.63 -1.49 2.09  C7 1.116
19 H -0.07 -2.06 2.08  C7 1.047
20 H 1.11 -2.69 1.04  C7 1.091

Taken from the Löwdin analysis, the atomic charges in e are: number 1, C, carries 0.050; number 2, C, carries -0.163; number 3, C, carries -0.661; number 4, C, carries -0.065; number 5, N, carries 0.066; number 6, S, carries 0.607; number 7, C, carries -0.147; number 8, O, carries -0.312; number 9, O, carries -0.301; number 10, H, carries 0.078; number 11, H, carries 0.048; number 12, H, carries 0.119; number 13, H, carries 0.087; number 14, H, carries 0.092; number 15, H, carries 0.113; number 16, H, carries 0.107; number 17, H, carries 0.091; number 18, H, carries 0.076; number 19, H, carries 0.043; number 20, H, carries 0.072